{"formula": "C33H33MnN3SSbSe4Si", "method": "the ωB97M-V functional and the def2-TZVPD basis", "elements": ["Mn", "Se", "Se", "Se", "Se", "S", "Sb", "C", "C", "C", "C", "C", "C", "C", "C", "C", "C", "C", "C", "C", "C", "C", "C", "C", "C", "H", "H", "H", "H", "H", "H", "H", "H", "H", "H", "H", "H", "H", "H", "H", "N", "C", "C", "C", "C", "C", "N", "C", "H", "H", "H", "H", "C", "Si", "C", "C", "N", "C", "C", "C", "C", "C", "C", "H", "H", "H", "H", "H", "H", "H", "H", "H", "H", "H", "H", "H", "H"], "positions_angstrom": [[-1.25181, -1.61933, -1.01858], [-1.07535, -4.32243, -0.43549], [-1.61426, -4.51075, 1.70558], [-2.60199, -2.45445, 2.29108], [-3.22665, -1.68888, 0.22984], [0.51380, -1.54305, 0.48969], [1.25648, 0.06897, 1.97506], [2.95074, 0.88516, 1.04280], [3.31746, 2.22544, 1.01385], [4.46836, 2.61371, 0.34144], [5.26103, 1.66838, -0.28996], [4.90739, 0.32703, -0.24928], [3.75405, -0.06530, 0.41059], [2.04338, -1.08229, 3.53166], [3.34657, -0.87076, 3.96523], [3.85431, -1.63443, 5.00776], [3.06424, -2.60104, 5.60991], [1.76431, -2.81624, 5.17146], [1.25270, -2.06107, 4.12916], [0.00742, 1.46390, 2.91117], [0.12807, 2.83366, 2.71080], [-0.63598, 3.71057, 3.46632], [-1.53795, 3.22306, 4.39954], [-1.67825, 1.85443, 4.58235], [-0.89946, 0.97371, 3.84827], [2.73126, 2.98474, 1.51097], [4.74583, 3.65890, 0.31682], [6.15872, 1.97523, -0.80963], [5.52625, -0.41542, -0.73528], [3.47615, -1.11348, 0.41729], [3.97167, -0.11717, 3.50097], [4.86841, -1.47263, 5.34750], [3.46371, -3.19464, 6.42121], [1.15360, -3.57784, 5.63764], [0.24920, -2.25559, 3.76543], [0.78954, 3.23760, 1.95790], [-0.53525, 4.77640, 3.31133], [-2.13623, 3.90968, 4.98329], [-2.38278, 1.47117, 5.30829], [-0.99782, -0.09149, 4.02050], [-3.27379, -5.65600, -5.68257], [-3.35558, -4.67186, -5.09794], [-3.44396, -3.44403, -4.36057], [-4.41251, -2.48925, -4.64923], [-4.42050, -1.32299, -3.90588], [-3.47596, -1.15421, -2.91098], [-2.54958, -2.08329, -2.61884], [-2.53624, -3.20336, -3.33814], [-5.13065, -2.66230, -5.43866], [-5.14461, -0.54332, -4.09115], [-3.43334, -0.24598, -2.32474], [-1.77411, -3.93869, -3.11495], [1.64971, 0.90433, -2.60420], [0.12239, -0.08768, -2.98729], [0.56897, -1.93665, -2.97691], [-0.53076, 0.27836, -4.70086], [-1.07040, 0.07548, -1.71291], [-1.48415, 1.31500, -1.20912], [-1.92755, 1.48682, 0.10331], [-2.41534, 2.71102, 0.53501], [-2.43113, 3.81053, -0.30593], [-1.95305, 3.66595, -1.60244], [-1.49686, 2.43918, -2.05087], [2.36861, 0.84305, -3.42385], [2.12433, 0.50587, -1.70573], [1.42782, 1.95833, -2.43137], [1.65073, -1.99717, -3.11833], [0.09320, -2.47098, -3.79843], [0.42746, -2.53764, -2.06499], [0.14105, -0.14808, -5.44961], [-0.60660, 1.34522, -4.91069], [-1.51714, -0.16535, -4.85418], [-1.91800, 0.64988, 0.78406], [-2.78356, 2.79652, 1.54937], [-2.81234, 4.76292, 0.03635], [-1.95463, 4.50845, -2.28193], [-1.17276, 2.34849, -3.07931]], "mulliken_charge": [-0.231, 0.097, 0.079, -0.095, -0.058, -0.041, 2.045, 0.869, -0.565, -0.693, -0.556, -0.666, -0.765, 0.561, -0.403, -0.751, -0.487, -0.759, -0.201, 0.659, -0.212, -0.898, -0.643, -0.695, -0.574, 0.339, 0.420, 0.413, 0.416, 0.440, 0.449, 0.408, 0.394, 0.432, 0.023, 0.304, 0.421, 0.405, 0.456, 0.291, -0.438, -0.253, 0.029, -0.230, -0.995, -0.389, 0.788, -0.591, 0.539, 0.485, 0.422, 0.620, -0.665, 0.271, -1.109, -1.262, 0.928, 0.324, -0.169, -0.872, -0.741, -0.913, 0.008, 0.492, -0.208, 0.373, 0.517, 0.360, 0.338, 0.402, 0.456, 0.306, -0.084, 0.507, 0.439, 0.435, 0.254], "homo_lumo_gap_ev": [6.54, 5.48], "total_charge": 1, "lumo_ev": [-3.571, -4.838], "multiplicity": 4}

{"formula": "C33H33N3O4", "method": "the ωB97M-V functional and the def2-TZVPD basis", "elements": ["C", "C", "C", "O", "C", "O", "C", "C", "C", "C", "C", "C", "C", "N", "C", "C", "C", "O", "O", "H", "H", "H", "H", "H", "H", "H", "H", "H", "H", "H", "H", "C", "N", "C", "C", "C", "C", "C", "C", "C", "C", "C", "C", "C", "C", "N", "C", "C", "C", "C", "C", "C", "H", "H", "H", "H", "H", "H", "H", "H", "H", "H", "H", "H", "H", "H", "H", "H", "H", "H", "H", "H", "H"], "positions_angstrom": [[-1.22100, 3.04115, 1.09396], [-0.97154, 3.58503, -0.31406], [-1.54372, 5.00992, -0.49398], [0.52663, 3.68895, -0.51658], [1.31341, 2.83611, -1.24271], [2.36013, 3.25903, -1.72274], [0.56647, 1.50857, -1.49358], [1.34824, 0.47204, -2.35845], [2.58413, -0.07525, -1.71779], [2.72096, -1.38664, -1.24538], [3.85548, -1.76678, -0.53458], [4.84545, -0.79459, -0.27660], [5.96252, -1.11638, 0.57367], [6.91046, -1.32482, 1.23098], [4.75636, 0.48987, -0.83210], [3.65452, 0.80226, -1.60616], [-0.52263, 2.23067, -2.24676], [-0.53221, 2.47450, -3.45867], [-1.50418, 2.77485, -1.33667], [-0.43093, 2.35571, 1.47120], [-1.24971, 3.86301, 1.82473], [-2.18644, 2.52863, 1.16325], [-1.25051, 5.33449, -1.53715], [-2.65728, 5.02344, -0.38366], [-1.10560, 5.66588, 0.27597], [0.65897, -0.35847, -2.58941], [1.63930, 1.00007, -3.27876], [1.93343, -2.12151, -1.44209], [3.97362, -2.79032, -0.15200], [5.54477, 1.23941, -0.64431], [3.62204, 1.74237, -2.14433], [-6.42277, -2.19175, -0.58038], [-5.50592, -1.34509, -1.32815], [-5.83605, -0.83926, -2.63974], [-4.54131, -0.11655, -3.12458], [-3.64067, -0.15239, -1.92424], [-4.29020, -0.89456, -0.92402], [-3.59320, -1.16042, 0.26582], [-2.31360, -0.60815, 0.41041], [-1.59711, 0.08761, -0.60804], [-0.17645, 0.40765, -0.43082], [0.66349, -0.43163, 0.40959], [1.63308, 0.22604, 1.24024], [2.27814, -0.50557, 2.21050], [1.96009, -1.88315, 2.42580], [2.72669, -2.40928, 3.40995], [2.56035, -3.68179, 4.08402], [3.70061, -1.43952, 3.88965], [3.46177, -0.16203, 3.04520], [1.05284, -2.57573, 1.58089], [0.41498, -1.83063, 0.58782], [-2.33419, 0.30067, -1.79194], [-5.94167, -2.58421, 0.33167], [-7.31106, -1.62505, -0.24989], [-6.77426, -3.05891, -1.18016], [-6.17850, -1.63444, -3.31216], [-6.66319, -0.12704, -2.57138], [-4.09897, -0.68767, -3.96244], [-4.72419, 0.91642, -3.49825], [-4.06532, -1.77427, 1.02071], [-1.81166, -0.76642, 1.36097], [0.03161, 1.52960, -0.09338], [1.78093, 1.33117, 1.16836], [1.55799, -4.09238, 3.90084], [3.30140, -4.44319, 3.78740], [2.68635, -3.52091, 5.16452], [3.53112, -1.25155, 4.96517], [4.73708, -1.80034, 3.77070], [4.33962, 0.06000, 2.41685], [3.25715, 0.70848, 3.67587], [0.84071, -3.63479, 1.73850], [-0.37409, -2.29547, -0.02429], [-1.92270, 0.76531, -2.68286]], "mulliken_charge": [-1.059, 1.433, -1.583, -0.320, 0.387, -0.600, 2.405, -1.399, 0.435, -0.090, -0.876, 0.554, 0.108, -0.616, -0.821, -0.544, -0.905, -0.591, -0.228, 0.098, 0.493, 0.250, 0.371, 0.307, 0.387, 0.371, 0.608, 0.408, 0.404, 0.460, 0.623, -0.925, 0.045, -0.799, -0.756, 0.621, 0.222, -1.873, -0.696, 1.641, 1.338, 0.625, -0.156, 0.448, 0.507, 0.102, -1.123, -0.852, -0.770, -1.646, -0.259, -0.626, 0.275, 0.306, 0.283, 0.380, 0.314, 0.294, 0.282, 0.216, 0.741, -2.591, 0.345, 0.371, 0.290, 0.335, 0.416, 0.377, 0.050, 0.410, 0.371, 0.631, 0.361], "homo_lumo_gap_ev": 6.52, "smiles": "CN1CCc2cc(C(c3ccc4c(c3)CCN4C)C3(Cc4ccc(C#N)cc4)C(=O)OC(C)(C)OC3=O)ccc21", "lumo_ev": -0.017}

{"formula": "C33H33N5S2Ti", "method": "the ωB97M-V functional and the def2-TZVPD basis", "elements": ["Ti", "N", "C", "C", "C", "C", "C", "C", "C", "C", "C", "C", "C", "C", "N", "C", "C", "C", "C", "N", "H", "H", "H", "H", "H", "H", "H", "H", "H", "H", "C", "C", "S", "C", "C", "S", "H", "H", "H", "H", "H", "H", "N", "C", "N", "C", "C", "C", "C", "C", "H", "H", "H", "H", "H", "H", "H", "H", "H", "H", "C", "C", "C", "C", "C", "C", "C", "H", "H", "H", "H", "H", "H", "H"], "positions_angstrom": [[0.71677, -0.57360, -0.01641], [-0.82834, 9.44552, 0.58633], [-0.73720, 8.30923, 0.36995], [-0.62722, 6.92415, 0.10619], [0.62858, 6.27417, 0.03005], [0.72900, 4.94335, -0.24639], [-0.41410, 4.07746, -0.43091], [-1.66987, 4.78547, -0.37688], [-1.76356, 6.12945, -0.12914], [-0.27427, 2.69251, -0.62972], [0.97928, 2.20620, -1.23100], [1.82215, 2.88961, -2.09501], [2.82472, 1.98774, -2.53080], [2.57445, 0.78746, -1.92488], [1.45605, 0.90485, -1.11321], [-1.33371, 1.73645, -0.30234], [-2.66193, 1.89783, 0.11278], [-3.18926, 0.61086, 0.38879], [-2.18903, -0.29041, 0.15090], [-1.04641, 0.37619, -0.25309], [1.53264, 6.84529, 0.21406], [1.70994, 4.49030, -0.25820], [-2.57099, 4.26529, -0.64948], [-2.74124, 6.60024, -0.14772], [1.69119, 3.90906, -2.41995], [3.64013, 2.19921, -3.20800], [3.11617, -0.14107, -1.97173], [-3.19789, 2.81436, 0.25857], [-4.19627, 0.37941, 0.70899], [-2.18616, -1.36449, 0.26364], [4.51466, -3.35389, -0.95315], [3.24720, -3.12519, -0.14650], [3.08983, -1.49457, 0.45173], [2.40044, -4.16342, 0.01166], [2.62169, -5.49622, -0.65880], [0.88781, -4.02425, 0.91928], [5.09138, -2.43561, -1.01481], [4.27624, -3.67866, -1.97007], [5.13897, -4.13082, -0.50062], [3.67999, -5.75782, -0.71566], [2.23116, -5.50270, -1.68422], [2.10954, -6.29056, -0.11530], [0.20095, -2.16740, -0.91552], [-0.11620, -3.27779, -0.40768], [-1.17417, -4.02718, -0.89914], [-2.02518, -3.35088, -1.89201], [-3.46930, -3.82695, -1.80989], [-4.01147, -3.75414, -0.38136], [-3.04467, -4.41608, 0.62830], [-1.84775, -5.02967, -0.08874], [-1.61666, -3.52316, -2.89285], [-1.96845, -2.27593, -1.71088], [-3.56286, -4.84696, -2.19639], [-4.06752, -3.19457, -2.46987], [-4.99119, -4.23779, -0.34469], [-4.17123, -2.70765, -0.11557], [-3.55499, -5.18109, 1.22086], [-2.67254, -3.67044, 1.33580], [-2.17591, -5.84351, -0.74473], [-1.13058, -5.45763, 0.60683], [0.39377, -0.52816, 2.09549], [0.79045, 0.86246, 2.43615], [-0.17073, 1.87285, 2.56236], [0.20039, 3.19115, 2.75998], [1.54351, 3.53741, 2.84627], [2.50865, 2.54824, 2.72934], [2.13939, 1.22619, 2.52550], [-0.65336, -0.72783, 2.32695], [1.05307, -1.27630, 2.53485], [-1.21760, 1.61786, 2.44171], [-0.56183, 3.96072, 2.79491], [1.82735, 4.57655, 2.96044], [3.56138, 2.80590, 2.76573], [2.90276, 0.46343, 2.41886]], "mulliken_charge": [-0.238, -0.755, 0.200, 0.366, -1.228, -0.527, 0.790, -0.444, -0.879, 0.777, -0.559, -0.532, -1.184, -0.487, 0.763, 0.498, -0.717, -1.889, -0.428, 0.523, 0.380, 0.640, 0.412, 0.411, 0.632, 0.394, 0.386, 0.250, 0.390, 0.623, -1.931, 0.944, -0.508, 0.319, -1.510, -0.350, 0.416, 0.296, 0.428, 0.417, 0.249, 0.382, -0.428, 0.417, 0.183, -0.281, -0.895, -0.446, -0.514, -1.099, 0.288, 0.156, 0.346, 0.429, 0.339, 0.164, 0.488, 0.156, 0.457, 0.503, -1.690, 1.046, -0.360, -0.312, -0.455, -0.696, -0.406, 0.533, 0.600, 0.375, 0.311, 0.349, 0.358, 0.366], "homo_lumo_gap_ev": 3.73, "total_charge": -2, "lumo_ev": 4.045}